Entry from the OMol25 dataset: a cluster of 2 separate species, C2H5NO4 in total at a distorted geometry (ωB97M-V/def2-TZVPD).

XYZ file:
```
12
Properties=species:S:1:pos:R:3:forces:R:3:mulliken_charge:R:1
O 0.562731 -1.366770 0.137764 0.90 -0.05 -0.57 -0.435
C 0.781157 -0.189110 0.754032 -2.17 -1.45 1.03 0.036
N 0.084830 0.211400 1.742893 0.90 1.09 0.84 -0.408
O -0.836859 -0.705568 2.330702 1.33 -1.07 -3.55 -0.408
H -0.248143 -1.746122 0.470539 -0.51 -0.29 0.39 0.354
H 1.522155 0.402424 0.258862 0.20 0.44 0.30 0.519
H -1.014140 -0.309857 3.143638 -0.45 1.20 1.98 0.348
O -1.457769 0.489318 -1.401689 1.71 -0.88 -0.46 -0.496
C -0.336971 0.319822 -1.837893 -1.11 0.92 -1.62 0.316
O 0.635645 1.270515 -1.739864 -0.72 1.40 0.97 -0.462
H 0.019474 -0.492901 -2.611899 -0.62 1.18 1.87 0.278
H 0.287891 2.116848 -1.247085 0.52 -2.50 -1.17 0.358
```
Positions in Å, forces in eV/Å.

Output
SMILES   O/C=N\O.O=CO
Highest occupied orbital energy   -9.7943 eV
ΔE to the lowest compared entry with this formula, charge and spin   380.4 kJ/mol
F_max   0.0765 Eh/bohr
E   -434.84922 Ha

***

Entry from the OMol25 dataset: a structure of composition C10H11IrN6S at a distorted geometry (ωB97M-V/def2-TZVPD).

XYZ file:
```
29
Properties=species:S:1:pos:R:3:forces:R:3:mulliken_spin:R:1
Ir -1.012655 -0.874434 -0.342403 3.69 -0.57 -0.06 0.875
N 1.911745 -3.987734 -2.107203 0.10 -0.48 -0.10 -0.043
C 1.252145 -2.944534 -1.678703 0.32 0.59 0.22 -0.032
S -0.443855 -3.131534 -1.191003 -1.13 1.61 0.83 0.508
N 1.832245 -1.755234 -1.644303 -0.14 -0.70 0.47 -0.197
N 1.214345 -0.698434 -1.283703 -1.04 0.37 0.28 -0.210
C 1.651445 0.522266 -1.395703 -0.47 -0.13 0.13 0.034
C 0.702145 1.582566 -1.259203 0.16 1.18 0.28 0.009
C 1.046645 2.918866 -1.533103 -0.02 -1.19 0.20 0.022
C 0.044945 3.876766 -1.568403 -0.56 0.31 0.04 -0.003
C -1.262155 3.502366 -1.295703 0.28 -0.25 -0.08 0.032
C -1.527055 2.165766 -0.969003 -0.60 0.75 -0.33 0.005
N -0.581555 1.242466 -0.958003 -0.82 -1.45 0.98 0.032
H 1.494345 -4.911234 -2.182203 0.00 0.17 0.06 0.005
H 2.883045 -3.905134 -2.401903 -0.15 0.06 0.00 0.000
H 2.681045 0.747266 -1.670903 -0.06 -0.37 -0.18 -0.020
H 2.075045 3.185266 -1.736503 0.05 -0.07 -0.10 0.001
H 0.276945 4.903766 -1.823403 0.03 -0.01 0.05 0.000
H -2.079755 4.209066 -1.333203 0.00 0.03 0.06 0.001
H -2.546655 1.863966 -0.750203 0.12 -0.05 0.09 0.002
N -1.035755 -2.027934 2.671397 0.27 -0.75 -0.68 -0.004
C -1.009855 -1.644734 3.940597 0.05 1.39 0.14 -0.019
C -1.053955 -0.239434 3.952497 -0.10 -0.52 -0.72 -0.008
C -1.125155 0.129766 2.610697 0.30 0.43 1.12 -0.005
N -1.102155 -0.957234 1.833297 -0.26 -0.42 -2.53 0.021
H -1.092755 -2.980534 2.327897 0.05 0.22 -0.02 -0.002
H -0.950455 -2.325234 4.773697 -0.10 -0.26 -0.08 0.000
H -1.046655 0.409766 4.808897 -0.06 0.03 0.07 0.000
H -1.195655 1.123466 2.205797 0.08 0.06 -0.14 -0.004
```
Positions in Å, forces in eV/Å.

Output
⟨S²⟩   1.23
Multiplicity   2
Highest occupied orbital energy (alpha / beta)   -19.5337 / -19.4887 eV
ΔE to the lowest compared entry with this formula, charge and spin   94.2 kJ/mol
F_max   0.0727 Eh/bohr
Total charge   +3
E   -1217.45970 Ha

***

Entry from the OMol25 dataset: a structure of composition C34H31Br2FN5O5Rb at a distorted geometry (ωB97M-V/def2-TZVPD).

XYZ file:
```
79
Properties=species:S:1:pos:R:3:forces:R:3:mulliken_charge:R:1
Rb -1.190309 -0.771417 -2.716027 -0.10 0.88 0.08 0.840
C -2.152603 -3.113957 4.895775 0.00 0.04 -0.02 -0.900
C -2.797823 -1.817190 4.421307 0.06 -0.06 0.04 -1.082
N -2.137075 -1.252183 3.253277 -0.04 0.02 -0.03 0.150
C -2.592692 -1.622586 1.997596 0.07 -0.03 0.04 0.252
C -2.071315 -1.206270 0.833526 -0.01 0.03 -0.12 0.051
C -2.595509 -1.678985 -0.532479 -0.42 -0.15 0.68 -0.372
O -2.159792 -2.777696 -0.911059 -0.05 0.00 0.06 -0.706
O -3.331297 -0.859954 -1.114090 -0.35 0.00 0.34 -0.674
C -0.972364 -0.259748 0.839904 -0.04 0.04 0.07 1.443
O -0.481915 0.247687 -0.158686 0.04 0.04 0.24 -0.799
C -0.439619 0.054491 2.186045 -0.01 -0.03 0.04 0.111
C 0.686087 0.861486 2.280397 0.06 0.05 -0.02 -1.146
C 1.256712 1.114476 3.495668 -0.05 -0.09 -0.11 0.844
F 2.397427 1.872394 3.533263 -0.21 0.09 -0.25 -0.401
C 0.739283 0.584129 4.679176 -0.08 -0.02 -0.05 -0.675
C -0.412093 -0.183285 4.590224 -0.02 0.06 0.08 -0.669
C -1.017214 -0.469489 3.356752 0.05 -0.04 -0.03 0.349
N 1.336435 0.749590 5.964103 -0.01 -0.03 0.09 0.121
C 2.219370 1.860179 6.241140 0.05 -0.01 -0.02 -0.972
C 3.675836 1.593006 5.867251 0.10 0.06 0.03 -0.657
N 4.118994 0.309780 6.524101 0.01 0.00 0.08 -0.099
C 3.204336 -0.835027 6.176563 -0.08 -0.04 -0.01 -0.701
C 1.792431 -0.460775 6.615172 0.08 0.01 -0.03 -0.716
H -2.698334 -3.525018 5.745625 0.01 0.00 0.01 0.388
H -1.115283 -2.952088 5.194763 0.00 -0.01 0.00 0.198
H -2.156186 -3.851662 4.093537 0.00 -0.01 0.00 0.328
H -2.812997 -1.070324 5.215811 -0.03 0.01 0.00 0.450
H -3.837189 -1.994035 4.148084 0.01 0.00 -0.01 0.489
H -3.425797 -2.314641 2.016158 -0.01 0.02 0.00 0.476
H 1.115480 1.254853 1.366654 -0.01 0.00 -0.02 0.636
H -0.840475 -0.557432 5.509237 0.02 0.00 0.02 0.611
H 2.166216 2.071910 7.317258 -0.02 0.01 -0.02 0.419
H 1.886691 2.752547 5.719646 -0.02 0.02 -0.01 0.468
H 4.335689 2.388879 6.209283 0.02 -0.02 0.05 0.340
H 3.792703 1.453986 4.795649 0.09 -0.04 0.21 0.504
H 4.111185 0.434820 7.539009 0.03 -0.02 -0.01 0.369
H 5.079494 0.094064 6.257714 -0.02 0.00 -0.01 0.348
H 3.577267 -1.729602 6.672604 0.02 0.01 0.01 0.431
H 3.249953 -0.964588 5.095290 0.03 0.00 0.00 0.369
H 1.772940 -0.316300 7.702977 -0.01 -0.01 -0.01 0.368
H 1.132365 -1.291785 6.385012 -0.04 0.00 -0.01 0.300
C -0.991846 -3.670304 -6.018941 -0.01 0.04 -0.01 -1.633
C -0.260007 -2.509021 -5.360388 0.04 -0.08 -0.18 0.993
O -0.921300 -1.509299 -5.082492 0.13 -0.45 -0.95 -0.729
C 1.173230 -2.629083 -5.120255 0.01 0.06 0.05 0.478
C 1.909277 -3.601843 -5.825092 0.00 0.01 0.00 -0.641
C 3.273625 -3.713169 -5.730283 0.02 -0.02 -0.01 -0.796
C 3.959980 -2.818428 -4.884159 -0.03 -0.01 -0.02 -0.246
C 3.289834 -1.879027 -4.154964 0.02 -0.04 0.00 -0.728
C 1.852949 -1.745385 -4.190777 -0.02 0.02 -0.04 0.381
O 1.263437 -0.931404 -3.432927 0.67 -0.03 -0.27 -0.715
H -2.059427 -3.518104 -5.877826 0.00 0.01 0.00 0.362
H -0.694868 -4.631052 -5.600715 0.01 -0.01 -0.02 0.427
H -0.784225 -3.683282 -7.091210 0.01 -0.03 0.00 0.363
H 1.383172 -4.275445 -6.491246 -0.01 0.01 0.00 0.291
H 3.808968 -4.461317 -6.299701 0.01 0.01 0.00 0.366
H 5.041125 -2.883005 -4.810450 0.00 0.01 0.01 0.352
H 3.816223 -1.200303 -3.493847 0.00 0.01 0.00 0.367
Br -4.441733 6.416576 -1.565530 0.02 -0.03 -0.01 -0.207
C -3.559099 4.773306 -1.914264 -0.04 0.07 0.01 0.055
C -3.632089 3.748402 -0.992080 0.02 -0.03 -0.01 -0.829
C -2.963340 2.570451 -1.306366 -0.05 0.07 -0.02 -0.145
N -2.271229 2.408961 -2.423714 -0.09 -0.19 0.09 0.209
C -2.221827 3.398042 -3.309864 0.05 -0.03 0.00 0.572
C -2.858488 4.617837 -3.094660 0.01 0.00 -0.01 -0.752
C -1.437335 3.099402 -4.552856 -0.02 -0.04 0.06 0.492
C -1.300364 4.010634 -5.594528 0.00 0.01 0.00 -0.687
C -0.552498 3.617196 -6.689146 0.01 0.06 -0.06 0.003
Br -0.335358 4.818544 -8.141539 0.00 -0.02 0.03 -0.202
C 0.034503 2.369595 -6.735630 0.00 -0.03 0.03 -0.819
C -0.165205 1.533777 -5.640660 0.01 0.11 -0.04 -0.055
N -0.884663 1.892120 -4.587157 0.11 -0.19 -0.01 0.206
H -4.191394 3.852881 -0.073930 0.00 -0.01 0.00 0.430
H -3.002218 1.708058 -0.648679 0.00 -0.02 0.00 0.329
H -2.818307 5.421868 -3.813877 0.00 0.00 0.01 0.395
H -1.753666 4.990144 -5.569293 0.00 0.00 -0.01 0.410
H 0.623153 2.051297 -7.583367 0.00 0.00 0.00 0.438
H 0.262001 0.538139 -5.600795 0.00 -0.01 0.00 0.180
```
Positions in Å, forces in eV/Å.

Output
Highest occupied orbital energy   -5.4764 eV
ΔE to the lowest compared entry with this formula, charge and spin   38.5 kJ/mol
F_max   0.0206 Eh/bohr
E   -7236.15813 Ha

***

Entry from the OMol25 dataset: the ion C7H14N3 with charge +1 at a distorted geometry (ωB97M-V/def2-TZVPD).

XYZ file:
```
24
Properties=species:S:1:pos:R:3:forces:R:3:mulliken_spin:R:1
C 1.971233 0.911415 -0.487811 7.82 -0.53 -0.45 0.688
C 2.184689 -0.589754 -0.422665 -0.86 1.29 2.93 0.013
C 0.293965 -1.566522 0.871639 1.53 -1.98 -1.22 0.003
C -0.540814 -0.568729 1.589994 1.43 -0.79 0.17 0.004
C -0.120184 0.132375 -0.675072 0.41 0.10 -2.39 0.102
C -0.815659 0.130183 -2.041697 1.34 1.97 -0.28 -0.012
C -1.632106 1.434582 0.831171 1.49 1.28 -0.27 0.000
N 0.756400 1.276252 -0.521103 -5.99 -1.31 0.95 0.940
N 0.751055 -1.028384 -0.409550 -1.06 1.38 0.02 0.133
N -1.134686 0.099953 0.418712 -1.22 -0.05 2.06 0.024
H 2.739180 1.671618 -0.464292 0.23 -0.24 -0.31 0.039
H 2.752279 -1.088122 -1.157279 0.52 -0.21 -1.35 0.025
H 2.674903 -0.909519 0.570798 -0.64 0.48 -1.22 0.039
H 1.266777 -1.856123 1.251634 -0.62 -0.54 1.36 -0.005
H -0.317230 -2.431410 0.633720 0.04 -0.48 0.22 0.007
H -1.280569 -1.133474 2.186173 0.26 1.07 0.05 -0.001
H 0.141419 0.129583 2.089695 -0.78 0.04 0.31 0.001
H -1.494792 -0.688566 -2.232419 -0.14 -0.18 0.05 0.005
H 0.018398 0.171167 -2.827170 -1.30 -0.22 1.10 0.002
H -1.311188 1.142959 -2.058444 0.06 -1.11 -0.53 0.002
H -1.974547 1.801072 -0.122174 -0.81 1.02 0.30 -0.003
H -2.311184 1.439212 1.684351 -0.34 -0.50 -0.56 0.001
H -0.729409 2.046924 1.173896 -1.16 -0.96 -0.74 -0.003
H -1.887930 -0.526693 0.117895 -0.20 0.46 -0.20 -0.003
```
Positions in Å, forces in eV/Å.

Output
⟨S²⟩   2.01
Multiplicity   3
Highest occupied orbital energy (alpha / beta)   -9.4431 / -13.5214 eV
ΔE to the lowest compared entry with this formula, charge and spin   101.2 kJ/mol
F_max   0.1527 Eh/bohr
Total charge   +1
E   -438.93068 Ha

***

Entry from the OMol25 dataset: an isolated molecule of C4H9FN2O at a distorted geometry (ωB97M-V/def2-TZVPD).

XYZ file:
```
17
Properties=species:S:1:pos:R:3:forces:R:3:mulliken_charge:R:1
N 2.231097 -1.136438 -0.179936 0.09 0.06 -0.02 -0.286
N 2.425442 0.007178 0.547522 -0.25 0.11 -0.21 -0.479
C 1.620205 0.984735 0.409820 0.34 0.51 0.89 -0.053
C 0.462676 1.143570 -0.544952 -0.12 0.08 0.46 -0.335
O -0.219942 -0.050344 -0.859302 -0.10 -0.14 -0.11 -0.437
C -0.821737 -0.702141 0.250245 0.12 1.55 0.40 -0.461
C -2.092274 -0.028570 0.720358 0.47 0.67 -0.17 -0.296
F -3.056021 -0.083046 -0.274822 -0.04 0.04 0.02 -0.296
H 3.111146 -1.614850 -0.288594 -0.12 -0.05 -0.05 0.262
H 1.670385 -1.052663 -1.023809 0.15 -0.02 0.10 0.198
H 1.831715 1.843241 1.085164 -0.18 -0.59 -0.55 0.355
H 0.852433 1.530189 -1.479362 -0.05 0.09 -0.36 0.301
H -0.225322 1.903875 -0.133859 0.20 -0.17 -0.15 0.261
H -1.070345 -1.671645 -0.069858 -0.19 -1.35 -0.49 0.319
H -0.117446 -0.759945 1.085348 0.02 -0.08 0.07 0.411
H -1.932709 1.031410 0.995853 -0.09 -0.41 -0.23 0.230
H -2.465118 -0.540192 1.591009 -0.25 -0.31 0.40 0.306
```
Positions in Å, forces in eV/Å.

Output
SMILES   N/N=C\COCCF
Highest occupied orbital energy   -9.0426 eV
ΔE to the lowest compared entry with this formula, charge and spin   110.0 kJ/mol
F_max   0.0312 Eh/bohr
E   -442.36047 Ha